A 2-piece molecular cluster, C6H10O overall. Source: the OMol25 dataset; level of theory: wB97M-V/def2-TZVPD.

The calculation puts the HOMO energy (spin up / spin down) at -0.3458 / -0.3464 Ha. For the max |F|, the calculation gives 0.010 hartree/bohr. The total energy is -309.64716 Ha. The value obtained for the molar mass is 98.14 g/mol. Its gap between HOMO and LUMO (spin up / spin down) is 0.306 / 0.306 Ha.

The geometry in XYZ format:
```
17
C6H10O wB97M-V/def2-TZVPD
O 1.11739 -1.33051 1.62782
C 1.50908 -1.07238 0.51234
C 1.50356 0.31695 -0.08997
C 0.43924 1.23384 0.52232
C -0.86327 1.20169 -0.22818
C -0.52742 -1.97006 -1.05632
C -2.05459 0.92701 0.30178
H 1.98540 -1.84937 -0.11861
H 2.51086 0.72077 0.08828
H 1.38653 0.22556 -1.17495
H 0.80886 2.26760 0.52469
H 0.28162 0.94119 1.56622
H -0.80716 1.47702 -1.28380
H -1.05113 -2.25762 -1.99294
H -1.10963 -2.49210 -0.26690
H -2.96725 0.98695 -0.28643
H -2.16211 0.67347 1.35463
```

These are the Löwdin partial charges, in e, on atoms 1 to 2: number 1, O, carries 0.02; number 2, C, carries -0.35

A 10-piece molecular cluster, C28H84N6O10P2S8 overall. Source: the OMol25 dataset; level of theory: wB97M-V/def2-TZVPD.

The calculation puts the HOMO energy at -0.2938 Ha. For the max |F|, the calculation gives 0.046 hartree/bohr. The total energy is -6066.08042 Ha. The value obtained for the molar mass is 983.50 g/mol. Its gap between HOMO and LUMO is 0.292 Ha.

The geometry in XYZ format:
```
138
C28H84N6O10P2S8 wB97M-V/def2-TZVPD
O -3.25055 3.38166 4.24784
P -2.43216 3.24438 5.45717
N -2.16967 4.71738 6.26802
C -2.39482 5.96218 5.53841
C -1.72373 4.80178 7.63776
N -0.91366 2.66995 5.07369
C 0.03851 2.28831 6.12604
C -0.39262 2.49261 3.72670
N -3.09564 2.14522 6.54491
C -4.28052 2.52123 7.30792
C -2.89556 0.74660 6.22511
H -3.41864 5.87607 5.15172
H -1.80815 6.05829 4.62405
H -2.42410 6.87005 6.13399
H -1.59102 3.83078 8.12061
H -2.46849 5.25782 8.30464
H -0.77908 5.34585 7.72033
H 0.08426 2.95907 6.97726
H -0.29528 1.30926 6.50497
H 0.99980 2.04811 5.67608
H -1.24193 2.54849 3.04490
H 0.35642 3.25633 3.51651
H 0.01986 1.49183 3.56954
H -4.14555 3.45179 7.85200
H -5.17621 2.52132 6.68106
H -4.38203 1.71474 8.03987
H -3.88026 0.26621 6.29158
H -2.29607 0.17689 6.94173
H -2.57033 0.47230 5.22303
O 1.64330 2.49272 -1.09010
P 1.09341 1.14573 -1.27821
N -0.30153 0.80755 -0.44225
C -1.63636 1.03013 -1.00197
C -0.33848 0.32176 0.93176
N 2.13386 -0.13479 -0.91709
C 1.63917 -1.45251 -0.57959
C 3.56767 0.13060 -0.76774
N 0.66409 0.83330 -2.89421
C 0.24952 -0.49042 -3.32631
C 0.59122 1.89887 -3.89057
H -2.44941 0.82028 -0.31310
H -1.77317 0.54840 -1.96900
H -1.76796 2.11128 -1.15305
H 0.57116 0.61628 1.46419
H -0.43811 -0.76066 1.05187
H -1.12685 0.84420 1.47313
H 0.60282 -1.51682 -0.89457
H 2.28019 -2.21503 -1.03538
H 1.81256 -1.67908 0.48243
H 3.71662 0.83506 0.05177
H 4.08382 -0.82190 -0.71515
H 3.87000 0.67424 -1.66633
H 1.12559 -1.10665 -3.55388
H -0.49183 -0.94288 -2.66478
H -0.25240 -0.42862 -4.29714
H -0.19310 2.63697 -3.70702
H 0.53866 1.43683 -4.87323
H 1.53267 2.45691 -3.93437
C -4.42432 -0.31701 1.32929
S -4.81764 0.03209 3.13233
O -6.21002 0.57245 3.06650
C -5.02403 -1.76840 3.47877
H -3.45792 -0.82345 1.36203
H -4.47993 0.58737 0.73176
H -5.18587 -1.00921 0.97715
H -4.12108 -2.33597 3.69274
H -5.64658 -2.19185 2.69755
H -5.60879 -1.69252 4.39929
C 3.81632 -0.38917 4.84103
S 3.11088 -0.42168 3.14822
O 3.69355 -1.54139 2.35107
C 1.52781 -1.18103 3.60366
H 3.54993 0.52306 5.38049
H 4.89603 -0.49030 4.89755
H 3.30562 -1.17976 5.39466
H 0.78199 -0.79291 4.30312
H 1.87782 -2.05783 4.16159
H 1.03834 -1.50372 2.68906
C 3.73069 -5.30300 0.86650
S 2.04349 -4.65501 0.57179
O 1.52603 -5.76791 -0.32771
C 1.30461 -4.99607 2.22768
H 4.14056 -5.63927 -0.08281
H 3.62274 -6.16873 1.51947
H 4.46257 -4.61359 1.29087
H 1.61542 -4.13806 2.83136
H 1.78051 -5.90155 2.59579
H 0.22169 -5.03069 2.28560
C -5.27686 -4.07767 -5.23848
S -3.48963 -3.83443 -5.58424
O -3.21655 -4.25295 -6.98463
C -3.49102 -1.99737 -5.59308
H -5.83894 -3.78893 -6.12671
H -5.54304 -3.35343 -4.46943
H -5.37974 -5.12244 -4.97006
H -4.05765 -1.68662 -4.70798
H -4.16888 -1.57343 -6.33857
H -2.46085 -1.66623 -5.60598
C 3.69077 0.57580 -6.18775
S 4.46310 0.97930 -4.60516
O 5.49926 -0.08869 -4.33916
C 5.33634 2.47505 -5.03372
H 2.89885 1.30946 -6.34956
H 3.20773 -0.38468 -6.00626
H 4.39335 0.45763 -7.00993
H 4.62649 3.28487 -5.16935
H 5.93478 2.21314 -5.91329
H 6.12786 2.65138 -4.30949
C -1.78068 -3.50192 0.60445
S -2.77998 -3.19148 -0.90310
O -2.10081 -4.02462 -1.95015
C -4.38021 -3.94845 -0.49764
H -2.35453 -3.14825 1.46184
H -0.78312 -3.05421 0.51508
H -1.36163 -4.49365 0.81288
H -4.79239 -3.71392 0.48254
H -4.32348 -5.01382 -0.70523
H -5.00224 -3.41084 -1.21634
C 7.80422 1.24298 -2.61160
S 8.74560 -0.24588 -2.19781
O 8.02249 -0.77029 -0.97469
C 8.18881 -1.30650 -3.59951
H 6.75359 1.12017 -2.34123
H 7.94841 1.60219 -3.62428
H 8.06139 1.94391 -1.81024
H 8.31318 -0.70883 -4.49954
H 7.14707 -1.54283 -3.40912
H 8.85024 -2.16765 -3.55716
C -2.19097 3.96306 -7.47030
S -1.13636 2.51380 -7.86239
O 0.12365 2.81385 -7.07769
C -1.98850 1.15524 -6.98146
H -3.12826 3.88990 -8.01985
H -1.65483 4.86952 -7.72980
H -2.33855 3.91157 -6.39144
H -2.00889 1.49935 -5.94443
H -1.57405 0.15646 -7.06632
H -3.02491 1.11827 -7.32660
```

These are the Löwdin partial charges, in e, on atoms 1 to 2: number 1, O, carries -0.28; number 2, P, carries 0.52

C9H15N3O4PdS as an isolated structure. Source: the OMol25 dataset; level of theory: wB97M-V/def2-TZVPD.

The calculation puts the HOMO energy at -0.0112 Ha. For the max |F|, the calculation gives 0.014 hartree/bohr. The total energy is -1343.26122 Ha. As for the net charge: -2. The value obtained for the molar mass is 367.72 g/mol. Its gap between HOMO and LUMO is 0.163 Ha.

The geometry in XYZ format:
```
33
C9H15N3O4PdS wB97M-V/def2-TZVPD
Pd 0.40136 1.11669 -0.31850
O -1.17474 -0.51462 3.16797
S -0.73002 -1.23961 1.97000
O -1.72993 -2.26702 1.56944
O 0.59828 -1.84021 2.14849
O -0.67815 -0.25319 0.79622
C 3.56739 4.87384 -2.02258
C 2.59685 4.08425 -2.91068
C 1.62750 5.04950 -3.60524
C 3.38509 3.29522 -3.96543
C 1.83645 3.14319 -2.07631
N 1.28213 2.37463 -1.41361
H 4.14267 5.57531 -2.63353
H 4.25713 4.19887 -1.51586
H 3.02244 5.43303 -1.26179
H 2.18655 5.75179 -4.23005
H 1.05409 5.61286 -2.86870
H 0.92565 4.50115 -4.23349
H 3.95796 3.98372 -4.59346
H 2.70866 2.72042 -4.59778
H 4.07278 2.59830 -3.48663
C -4.08665 -4.10886 -2.13786
C -3.08582 -3.00491 -2.21042
N -2.78123 -2.32375 -3.30183
C -1.82634 -1.41092 -2.88479
C -1.57016 -1.56275 -1.55747
N -2.37398 -2.57239 -1.13702
H -4.49777 -4.26715 -3.13419
H -4.90857 -3.86873 -1.45763
H -3.63644 -5.04455 -1.79481
H -1.30958 -0.65580 -3.47634
H -0.93045 -1.01530 -0.87839
H -2.37753 -2.86161 -0.15986
```

These are the Löwdin partial charges, in e, on atoms 1 to 2: number 1, Pd, carries 0.34; number 2, O, carries -0.44

A 2-piece molecular cluster, C4H10N2O2 overall. Source: the OMol25 dataset; level of theory: wB97M-V/def2-TZVPD.

The calculation puts the HOMO energy at -0.3541 Ha. For the max |F|, the calculation gives 0.104 hartree/bohr. The SMILES is CC(N)=O.CC(N)=O. The total energy is -418.39708 Ha. The value obtained for the molar mass is 118.14 g/mol. Its gap between HOMO and LUMO is 0.374 Ha.

The geometry in XYZ format:
```
18
C4H10N2O2 wB97M-V/def2-TZVPD
C 0.66728 0.51042 -2.79409
C 0.96223 -0.25449 -1.49702
N 2.37005 -0.36594 -1.27425
O 0.10391 -0.62018 -0.75851
H 0.68936 1.45752 -2.44928
H -0.40532 0.32281 -2.89543
H 1.25462 0.02875 -3.61327
H 2.78916 -1.05060 -0.66641
H 2.75351 -0.31669 -2.25698
C -0.46586 -0.68891 2.23802
C -1.61765 0.26213 2.53350
N -2.05801 0.88372 1.34404
O -2.19757 0.40938 3.54773
H -0.44426 -1.33398 1.42630
H -0.53247 -1.43450 3.07622
H 0.51222 -0.08335 2.22411
H -2.67880 1.58017 1.39993
H -1.70241 0.69371 0.41538
```

These are the Löwdin partial charges, in e, on atoms 1 to 2: number 1, C, carries 0.00; number 2, C, carries -0.56

Which of these has the highest total energy? C6H10O

Which value of total energy does entry 2 give? -6066.08042 Ha